The following is a DFT calculation (ωB97M-V with the def2-TZVPD basis set) of an isolated molecule of C5H10O.

As for the HOMO energy: -10.20 eV. The calculation puts the electronic energy at -7393.5527 eV. The SMILES is OCC1CCC1. The energy above the lowest of the compared OMol25 structures with the same formula, charge and spin comes out at 28.0 kcal/mol. For the frontier orbital gap, the calculation gives 11.17 eV.

The geometry in ORCA input format:
```
! wB97M-V def2-TZVPD RIJCOSX def2/J DEFGRID3
* xyz 0 1
O 2.69 0.18 0.10
C 1.48 -0.38 0.55
C 0.31 0.00 -0.32
C -0.89 -0.90 -0.02
C -1.83 0.27 -0.43
C -0.63 1.22 -0.14
H 3.37 -0.05 0.73
H 1.50 -1.49 0.51
H 1.27 -0.11 1.60
H 0.61 -0.07 -1.37
H -0.97 -1.04 1.06
H -0.88 -1.89 -0.49
H -2.09 0.26 -1.49
H -2.74 0.41 0.16
H -0.66 1.58 0.89
H -0.49 2.07 -0.82
*
```

These are the Löwdin partial charges, in e, on atoms 1 to 4: atom 1 (O): -0.06, atom 2 (C): -0.26, atom 3 (C): -0.32, atom 4 (C): -0.17



The following is a DFT calculation (ωB97M-V with the def2-TZVPD basis set) of C31H27BrF2N2O4PV as an isolated structure.

As for the HOMO energy (alpha / beta): -3.32 / -3.28 eV. The calculation puts the electronic energy at -154211.1579 eV. The energy above the lowest of the compared OMol25 structures with the same formula, charge and spin comes out at 0.0 kcal/mol. For the frontier orbital gap (alpha / beta), the calculation gives 5.81 / 5.69 eV.

The geometry in ORCA input format:
```
! wB97M-V def2-TZVPD RIJCOSX def2/J DEFGRID3
* xyz -1 2
V -0.05 -0.06 0.15
O -4.59 -0.02 2.89
C -4.54 -1.27 2.35
C -5.63 -2.11 2.56
C -5.62 -3.40 2.04
C -4.54 -3.85 1.30
C -3.45 -3.01 1.09
C -3.44 -1.72 1.62
C -2.23 -0.83 1.45
O -1.28 -1.36 0.57
N -2.66 0.48 0.95
N -1.48 1.14 0.51
C -1.74 2.42 0.08
C -0.77 3.25 -0.44
Br 0.95 2.31 -0.63
C -0.74 4.54 -0.90
C -1.74 5.56 -0.69
C -1.66 6.75 -1.45
C -2.57 7.77 -1.30
C -3.61 7.66 -0.38
C -3.70 6.51 0.38
C -2.79 5.48 0.24
H -3.90 0.52 2.45
H -6.47 -1.74 3.13
H -6.47 -4.04 2.21
H -4.54 -4.85 0.88
H -2.59 -3.33 0.52
H -1.77 -0.65 2.43
H -3.26 0.33 0.13
H -2.77 2.74 0.07
H 0.12 4.83 -1.50
H -0.85 6.85 -2.17
H -2.48 8.66 -1.91
H -4.34 8.46 -0.27
H -4.49 6.41 1.12
H -2.87 4.61 0.88
O 2.31 -2.69 -2.00
C 1.60 -1.73 -1.79
O 1.41 -1.15 -0.65
C 0.83 -1.09 -2.97
P -0.81 -0.52 -2.41
C -1.44 0.45 -3.82
C -1.81 -0.14 -5.02
C -2.26 0.63 -6.08
C -2.34 2.01 -5.94
C -1.98 2.62 -4.74
C -1.54 1.84 -3.68
C -1.85 -2.02 -2.48
C -3.23 -1.86 -2.43
C -4.07 -2.96 -2.41
C -3.53 -4.24 -2.42
C -2.15 -4.41 -2.46
C -1.31 -3.30 -2.48
H 0.81 -1.77 -3.83
H 1.37 -0.18 -3.26
H -1.76 -1.22 -5.13
H -2.54 0.16 -7.01
H -2.69 2.62 -6.77
H -2.06 3.69 -4.62
H -1.29 2.31 -2.74
H -3.65 -0.86 -2.42
H -5.14 -2.82 -2.36
H -4.18 -5.10 -2.39
H -1.73 -5.40 -2.45
H -0.24 -3.45 -2.50
F 0.95 -1.01 2.70
C 1.10 0.12 1.91
F 0.75 1.19 2.72
H 2.18 0.22 1.72
*
```

These are the Löwdin partial charges, in e, on atoms 1 to 4: atom 1 (V): 0.66, atom 2 (O): 0.05, atom 3 (C): -0.28, atom 4 (C): -0.03



The following is a DFT calculation (ωB97M-V with the def2-TZVPD basis set) of a 16-piece molecular cluster, H33O16 overall.

As for the HOMO energy: -13.08 eV. The calculation puts the electronic energy at -33288.7565 eV. The energy above the lowest of the compared OMol25 structures with the same formula, charge and spin comes out at 85.6 kcal/mol. For the frontier orbital gap, the calculation gives 10.29 eV.

The geometry in ORCA input format:
```
! wB97M-V def2-TZVPD RIJCOSX def2/J DEFGRID3
* xyz 1 1
O 1.92 4.15 -1.97
H 1.10 4.65 -1.86
H 1.78 3.87 -2.89
O -3.62 -2.61 1.45
H 0.63 -0.65 1.83
H 4.00 0.24 0.56
O 0.84 -0.86 0.92
H 0.67 2.70 -0.13
H 3.73 -2.40 -2.70
O 1.66 2.58 0.15
H 1.85 1.86 -0.52
H 3.74 -2.42 -0.27
O -0.68 3.12 -0.85
H -4.04 -1.77 1.29
H -1.25 2.32 -1.14
O -1.46 -5.22 1.51
H -2.39 -5.35 1.74
H 4.20 -2.02 -4.22
O -2.23 0.18 1.07
H -2.26 2.20 4.47
H -1.35 -0.15 0.85
O -2.62 1.63 -1.34
H 0.19 0.09 -2.55
H -2.96 1.15 -0.56
O 3.99 -2.70 -3.58
H 2.23 3.19 -0.40
O 3.25 0.09 -0.01
H -1.35 5.34 -0.30
H 2.62 -0.58 0.26
O -0.54 5.51 0.21
H -0.10 6.19 -0.29
H -0.05 -3.99 -3.12
O -1.72 -1.64 3.27
H 0.30 -1.58 0.58
H -0.83 -4.86 -2.19
O 3.17 -2.28 -1.03
H 2.57 -3.02 -1.13
H -1.18 -2.12 2.61
O -0.70 -3.94 -2.40
H -1.79 -2.43 3.83
H -1.43 -5.81 0.76
O 0.39 0.17 -1.62
H -1.19 3.43 -0.10
H 1.17 -0.37 -1.43
O -1.34 2.48 4.53
H -2.25 0.97 -1.94
H -2.83 -2.62 1.99
H -2.51 -0.13 1.93
H -1.30 3.41 4.75
*
```

These are the Löwdin partial charges, in e, on atoms 1 to 4: atom 1 (O): -0.03, atom 2 (H): 0.04, atom 3 (H): 0.08, atom 4 (O): -0.04



The following is a DFT calculation (ωB97M-V with the def2-TZVPD basis set) of an isolated molecule of C5H10N2.

As for the HOMO energy: -6.97 eV. The calculation puts the electronic energy at -8324.9408 eV. The SMILES is C/C=C(N)\C=C\N. The energy above the lowest of the compared OMol25 structures with the same formula, charge and spin comes out at 55.2 kcal/mol. For the frontier orbital gap, the calculation gives 8.11 eV.

The geometry in ORCA input format:
```
! wB97M-V def2-TZVPD RIJCOSX def2/J DEFGRID3
* xyz 0 1
C -1.20 1.24 -0.57
C 1.01 0.42 0.45
N 1.95 1.24 1.05
N -1.19 -2.17 -0.08
C 0.64 -0.85 0.87
C -0.05 -1.42 -0.24
C 0.23 0.77 -0.69
H 2.11 2.13 0.61
H 2.78 0.80 1.41
H -1.61 -2.58 -0.90
H -1.84 -1.87 0.63
H 0.70 -1.28 1.86
H 0.47 -1.62 -1.17
H 0.74 1.13 -1.58
H -1.79 0.93 -1.44
H -1.68 0.82 0.32
H -1.27 2.33 -0.52
*
```

These are the Löwdin partial charges, in e, on atoms 1 to 4: atom 1 (C): -0.13, atom 2 (C): -0.42, atom 3 (N): 0.11, atom 4 (N): 0.08



The following is a DFT calculation (ωB97M-V with the def2-TZVPD basis set) of a 2-piece molecular cluster, C10H23ClFNO2 overall.

As for the HOMO energy: -4.61 eV. The calculation puts the electronic energy at -31562.3997 eV. For the frontier orbital gap, the calculation gives 4.34 eV.

The geometry in ORCA input format:
```
! wB97M-V def2-TZVPD RIJCOSX def2/J DEFGRID3
* xyz 0 1
C -0.96 -1.55 2.04
C -1.60 -0.17 2.25
C -2.91 -0.18 1.47
Cl -3.06 1.71 0.83
C -4.10 -0.71 2.06
F -4.24 -2.09 1.56
H -1.72 -2.33 1.98
H -0.24 -1.83 2.82
H -0.46 -1.49 1.08
H -1.76 0.04 3.31
H -0.93 0.61 1.86
H -2.77 -0.72 0.54
H -4.02 -0.83 3.14
C 2.16 4.07 -0.17
O 1.38 2.97 -0.61
C 1.91 2.32 -1.73
C 0.99 1.14 -2.01
N 0.62 0.49 -0.72
C 1.62 -0.47 -0.17
C 1.44 -1.83 -0.85
O 0.06 -1.91 -1.00
C -0.58 -3.10 -1.44
H 2.26 4.82 -0.96
H 1.64 4.51 0.68
H 3.15 3.74 0.15
H 2.94 2.00 -1.54
H 1.92 2.97 -2.61
H 1.47 0.39 -2.65
H 0.07 1.47 -2.48
H -0.24 -0.06 -0.83
H 0.45 1.25 -0.05
H 1.39 -0.56 0.89
H 2.63 -0.07 -0.29
H 1.84 -2.59 -0.17
H 1.95 -1.93 -1.81
H -0.26 -3.38 -2.44
H -1.63 -2.81 -1.43
H -0.40 -3.89 -0.71
*
```

These are the Löwdin partial charges, in e, on atoms 1 to 4: atom 1 (C): -0.10, atom 2 (C): -0.32, atom 3 (C): -0.67, atom 4 (Cl): 0.23



The following is a DFT calculation (ωB97M-V with the def2-TZVPD basis set) of a 2-piece molecular cluster, C5H15N2O2 overall.

As for the HOMO energy: -12.68 eV. The calculation puts the electronic energy at -12494.9518 eV. The energy above the lowest of the compared OMol25 structures with the same formula, charge and spin comes out at 85.8 kcal/mol. For the frontier orbital gap, the calculation gives 9.47 eV.

The geometry in ORCA input format:
```
! wB97M-V def2-TZVPD RIJCOSX def2/J DEFGRID3
* xyz 1 1
C -1.32 -0.96 -1.66
O -2.40 0.06 -1.75
C -0.59 -0.56 -0.39
C 0.31 0.56 -0.70
C 1.04 1.29 0.45
C 1.26 2.65 0.48
N 1.38 0.39 1.54
N -1.54 -0.41 0.79
H -0.62 -0.93 -2.65
H -1.80 -1.96 -1.57
H -2.59 0.37 -2.69
H 0.02 -1.35 -0.04
H -0.11 1.45 -1.15
H 1.20 0.23 -1.34
H 0.78 3.33 -0.19
H 1.65 3.10 1.37
H 2.32 -0.08 1.35
H 1.73 0.94 2.28
H -0.98 -0.09 1.71
H -1.84 -1.44 1.09
H -2.38 0.09 0.52
H 2.45 -1.51 1.05
H 2.06 -2.95 1.39
O 1.79 -2.16 0.93
*
```

These are the Löwdin partial charges, in e, on atoms 1 to 4: atom 1 (C): -0.16, atom 2 (O): -0.11, atom 3 (C): -0.34, atom 4 (C): -0.14



The following is a DFT calculation (ωB97M-V with the def2-TZVPD basis set) of C2H9N2 as an isolated structure.

As for the HOMO energy (alpha / beta): -21.14 / -22.30 eV. The calculation puts the electronic energy at -5178.1418 eV. The energy above the lowest of the compared OMol25 structures with the same formula, charge and spin comes out at 45.6 kcal/mol. For the frontier orbital gap (alpha / beta), the calculation gives 11.20 / 8.64 eV.

The geometry in ORCA input format:
```
! wB97M-V def2-TZVPD RIJCOSX def2/J DEFGRID3
* xyz 2 2
N -0.80 1.31 1.50
H -0.91 2.29 1.28
H 0.03 1.39 2.09
H -0.34 0.67 0.40
H -1.41 0.88 2.16
C 1.31 -1.62 -0.73
C 0.59 -0.68 -1.38
N -0.56 -0.14 -0.68
H 1.29 -1.79 0.44
H 2.18 -2.15 -1.22
H 0.90 -0.14 -2.27
H -0.84 0.64 -1.33
H -1.43 -0.66 -0.27
*
```

These are the Löwdin partial charges, in e, on atoms 1 to 4: atom 1 (N): 0.19, atom 2 (H): 0.13, atom 3 (H): 0.13, atom 4 (H): 0.16



The following is a DFT calculation (ωB97M-V with the def2-TZVPD basis set) of C7H12O2 as an isolated structure.

As for the HOMO energy: -8.05 eV. The calculation puts the electronic energy at -11538.7084 eV. The energy above the lowest of the compared OMol25 structures with the same formula, charge and spin comes out at 223.6 kcal/mol. For the frontier orbital gap, the calculation gives 8.93 eV.

The geometry in ORCA input format:
```
! wB97M-V def2-TZVPD RIJCOSX def2/J DEFGRID3
* xyz 0 1
C -2.64 -0.38 -0.14
C -0.51 -0.44 -0.30
C 0.18 -1.68 0.00
C 0.91 -0.53 0.40
C 2.17 -0.34 -0.33
C 0.48 0.88 1.13
C 0.02 1.65 -0.21
H -2.84 -1.57 -0.26
H -2.18 0.19 -1.13
H -3.43 0.50 0.30
H -0.16 -2.58 0.74
H 0.60 -2.04 -0.91
H 3.15 -0.63 0.36
H 2.20 0.90 -0.86
H 2.27 -1.11 -1.24
H -0.20 0.80 1.99
H 1.50 0.98 1.53
H 0.97 1.99 -0.47
H -0.53 2.80 -0.20
O -1.48 -0.10 0.68
O -0.49 0.69 -1.10
*
```

These are the Löwdin partial charges, in e, on atoms 1 to 4: atom 1 (C): -0.08, atom 2 (C): -0.51, atom 3 (C): -0.03, atom 4 (C): -0.38



no.,strongest force on any atom (eV/Å)
1,0.51
2,0.24
3,2.42
4,1.04
5,1.02
6,4.60
7,4.40
8,4.67